Entry 1:
{"formula": "C2H15F3HfO6", "method": "ωB97M-V/def2-TZVPD", "charge": 0, "homo_energy_ev": -8.263, "e_tot_ev": -24066.9915, "homo_lumo_gap_ha": 0.3008, "symbols": ["Hf", "F", "F", "F", "C", "C", "O", "H", "H", "H", "H", "H", "O", "H", "H", "O", "H", "H", "O", "H", "H", "O", "H", "H", "O", "H", "H"], "xyz": [[-6.934, 21.956, 27.958], [-8.134, 23.389, 29.092], [-5.847, 23.855, 27.668], [-7.709, 20.234, 26.741], [-4.026, 19.435, 25.923], [-3.874, 20.614, 26.892], [-4.995, 20.878, 27.645], [-5.070, 19.150, 25.788], [-3.559, 18.516, 26.296], [-3.539, 19.633, 24.966], [-3.643, 21.508, 26.282], [-2.955, 20.517, 27.488], [-5.659, 22.354, 29.939], [-5.114, 21.911, 30.592], [-5.720, 23.276, 30.219], [-8.766, 22.756, 26.565], [-8.772, 22.712, 25.607], [-9.653, 23.025, 26.818], [-7.014, 20.105, 29.444], [-7.767, 19.821, 29.969], [-6.387, 19.375, 29.440], [-6.319, 22.313, 25.561], [-6.954, 22.752, 24.993], [-5.491, 22.326, 25.075], [-9.421, 20.949, 28.915], [-10.185, 21.289, 29.390], [-9.688, 20.093, 28.561]]}

***

Entry 2:
{"formula": "C36H104N8O12", "method": "ωB97M-V/def2-TZVPD", "charge": 0, "homo_energy_ev": -8.724, "e_tot_ev": -75503.3744, "homo_lumo_gap_ha": 0.3368, "symbols": ["C", "O", "C", "C", "C", "N", "H", "H", "H", "H", "H", "H", "H", "H", "H", "H", "H", "C", "O", "C", "C", "C", "N", "H", "H", "H", "H", "H", "H", "H", "H", "H", "H", "H", "C", "O", "C", "C", "C", "N", "H", "H", "H", "H", "H", "H", "H", "H", "H", "H", "H", "C", "O", "C", "C", "C", "N", "H", "H", "H", "H", "H", "H", "H", "H", "H", "H", "H", "C", "O", "C", "C", "C", "N", "H", "H", "H", "H", "H", "H", "H", "H", "H", "H", "H", "C", "O", "C", "C", "C", "N", "H", "H", "H", "H", "H", "H", "H", "H", "H", "H", "H", "C", "O", "C", "C", "C", "N", "H", "H", "H", "H", "H", "H", "H", "H", "H", "H", "H", "C", "O", "C", "C", "C", "N", "H", "H", "H", "H", "H", "H", "H", "H", "H", "H", "H", "C", "O", "H", "H", "H", "H", "C", "O", "H", "H", "H", "H", "C", "O", "H", "H", "H", "H", "C", "O", "H", "H", "H", "H"], "xyz": [[5.576, -0.495, -18.943], [6.493, -1.356, -19.562], [7.681, -0.718, -19.933], [8.589, -1.754, -20.584], [8.833, -2.993, -19.740], [9.871, -1.184, -21.032], [5.405, 0.338, -19.636], [5.865, -0.176, -17.934], [4.620, -0.995, -18.767], [7.471, 0.134, -20.597], [8.149, -0.274, -19.032], [8.033, -1.971, -21.507], [9.650, -3.515, -20.235], [7.963, -3.634, -19.651], [9.166, -2.659, -18.753], [9.680, -0.417, -21.670], [10.323, -0.750, -20.229], [5.737, 7.394, -13.499], [4.915, 6.316, -13.076], [5.372, 5.088, -13.547], [4.858, 3.949, -12.689], [5.670, 3.803, -11.413], [4.868, 2.716, -13.450], [5.848, 7.368, -14.587], [6.736, 7.312, -13.052], [5.287, 8.311, -13.129], [5.093, 4.928, -14.607], [6.472, 5.043, -13.640], [3.832, 4.231, -12.401], [5.757, 4.786, -10.943], [6.667, 3.399, -11.585], [5.147, 3.186, -10.678], [4.893, 1.879, -12.890], [4.203, 2.647, -14.203], [3.818, 7.328, -16.848], [4.857, 6.461, -17.274], [4.948, 6.353, -18.662], [3.781, 5.710, -19.376], [3.316, 4.441, -18.688], [4.136, 5.427, -20.796], [3.905, 8.308, -17.325], [3.941, 7.425, -15.770], [2.829, 6.890, -17.016], [5.384, 7.257, -19.135], [5.839, 5.740, -18.919], [2.954, 6.438, -19.375], [2.793, 4.699, -17.771], [4.180, 3.796, -18.512], [2.651, 3.885, -19.349], [4.437, 6.253, -21.304], [3.231, 5.201, -21.204], [-4.891, 3.680, -21.298], [-3.786, 2.991, -20.803], [-2.691, 3.833, -20.550], [-1.537, 3.018, -20.043], [-1.759, 2.348, -18.704], [-0.353, 3.863, -19.886], [-4.705, 4.078, -22.303], [-5.288, 4.446, -20.620], [-5.730, 2.983, -21.407], [-2.384, 4.378, -21.459], [-2.940, 4.626, -19.827], [-1.286, 2.239, -20.782], [-2.317, 2.991, -18.016], [-0.873, 1.967, -18.199], [-2.440, 1.500, -18.835], [0.366, 3.406, -19.343], [0.082, 4.356, -20.651], [2.501, 1.254, -20.292], [2.320, 1.377, -18.904], [1.765, 0.193, -18.392], [1.485, 0.329, -16.911], [2.779, 0.596, -16.162], [1.007, -0.995, -16.434], [2.830, 0.245, -20.594], [3.319, 1.864, -20.679], [1.574, 1.412, -20.856], [0.804, 0.002, -18.901], [2.352, -0.725, -18.548], [0.740, 1.113, -16.739], [2.619, 0.828, -15.101], [3.204, 1.544, -16.516], [3.488, -0.227, -16.207], [0.157, -1.178, -16.988], [0.611, -0.833, -15.507], [-2.034, -2.223, -16.820], [-1.323, -1.810, -17.953], [-0.737, -2.879, -18.680], [-0.582, -2.497, -20.133], [-1.890, -2.549, -20.915], [0.383, -3.419, -20.746], [-1.386, -2.888, -16.228], [-2.924, -2.817, -17.058], [-2.283, -1.364, -16.204], [0.256, -3.085, -18.255], [-1.344, -3.782, -18.542], [-0.268, -1.439, -20.150], [-2.335, -3.547, -20.863], [-1.732, -2.286, -21.961], [-2.621, -1.867, -20.474], [1.332, -3.273, -20.397], [0.357, -3.218, -21.740], [-0.503, -8.249, -14.851], [-0.268, -7.130, -15.636], [0.173, -6.021, -14.860], [0.701, -4.942, -15.788], [1.825, -5.447, -16.666], [1.177, -3.865, -14.912], [-0.934, -9.049, -15.454], [-1.201, -8.062, -14.020], [0.410, -8.663, -14.396], [-0.688, -5.665, -14.273], [0.953, -6.342, -14.158], [-0.156, -4.640, -16.407], [1.545, -6.395, -17.125], [2.702, -5.685, -16.056], [2.100, -4.702, -17.411], [1.576, -3.076, -15.407], [0.371, -3.544, -14.382], [-0.931, 2.236, -26.902], [-0.397, 2.857, -25.753], [0.768, 3.591, -26.019], [1.291, 4.209, -24.722], [1.921, 3.150, -23.832], [0.186, 4.815, -23.928], [-1.684, 1.535, -26.561], [-0.133, 1.745, -27.471], [-1.367, 2.989, -27.571], [1.530, 2.920, -26.448], [0.573, 4.366, -26.779], [2.021, 4.991, -24.923], [2.484, 3.649, -23.034], [2.663, 2.500, -24.298], [1.180, 2.542, -23.312], [-0.158, 5.616, -24.458], [-0.591, 4.160, -24.005], [-1.870, -2.915, -12.921], [-1.497, -1.702, -13.557], [-0.935, -3.338, -12.535], [-2.515, -2.785, -12.053], [-2.226, -3.672, -13.627], [-2.287, -1.211, -13.795], [3.710, -2.823, -21.591], [3.266, -3.016, -20.259], [4.785, -3.000, -21.691], [3.207, -3.518, -22.259], [3.502, -1.797, -21.909], [3.588, -2.311, -19.692], [-1.075, 2.523, -14.411], [-2.242, 1.837, -14.847], [-0.335, 1.788, -14.067], [-0.610, 3.126, -15.184], [-1.282, 3.141, -13.532], [-2.814, 1.665, -14.096], [7.027, 3.799, -21.334], [5.897, 3.162, -20.774], [7.694, 4.183, -20.554], [7.518, 3.117, -22.023], [6.732, 4.693, -21.905], [5.239, 3.850, -20.566]]}

***

Entry 3:
{"formula": "C6H10", "method": "ωB97M-V/def2-TZVPD", "charge": 0, "homo_energy_ev": -8.770, "e_tot_ev": -6383.8146, "homo_lumo_gap_ha": 0.3651, "symbols": ["C", "C", "C", "C", "C", "C", "H", "H", "H", "H", "H", "H", "H", "H", "H", "H"], "xyz": [[-1.233, -0.067, 1.854], [-0.456, -0.018, 0.571], [-0.892, -0.484, -0.601], [0.090, -0.219, -1.716], [1.397, -0.022, -0.930], [0.920, 0.612, 0.389], [-1.346, 0.923, 2.312], [-2.238, -0.460, 1.665], [-0.758, -0.715, 2.601], [-1.856, -0.964, -0.747], [0.139, -1.012, -2.469], [-0.187, 0.709, -2.241], [1.830, -1.008, -0.718], [2.150, 0.573, -1.456], [0.822, 1.702, 0.265], [1.616, 0.449, 1.220]]}

***

Entry 4:
{"formula": "C4H13N3O", "method": "ωB97M-V/def2-TZVPD", "charge": 0, "homo_energy_ev": -8.665, "e_tot_ev": -10874.2683, "homo_lumo_gap_ha": 0.3510, "symbols": ["C", "C", "N", "C", "N", "O", "H", "H", "H", "H", "H", "H", "H", "H", "H", "H", "C", "N", "H", "H", "H"], "xyz": [[-0.628, 1.292, -1.233], [-0.322, 0.636, 0.098], [-0.760, 1.429, 1.197], [-0.674, -0.814, 0.257], [-1.164, -1.428, -0.948], [-1.451, -1.077, 1.419], [-0.266, 0.677, -2.051], [-1.705, 1.423, -1.354], [-0.172, 2.282, -1.284], [0.992, 0.525, 0.095], [-0.449, 2.389, 1.139], [-0.501, 1.027, 2.090], [0.365, -1.342, 0.476], [-1.192, -2.434, -0.839], [-2.098, -1.104, -1.180], [-2.170, -0.431, 1.449], [2.389, -0.173, 0.241], [2.082, -1.440, 0.436], [2.778, 0.353, 1.114], [2.850, 0.182, -0.688], [2.097, -1.972, -0.433]]}